Density functional theory data (ωB97M-V/def2-TZVPD) for a structure of composition C42H34CrN3O4SSi.

## Properties
Spin multiplicity: 4
Kohn-Sham gap (spin up / spin down): 6.171 / 5.960 eV
LUMO (spin up / spin down): -0.02960 / -0.03956 hartree
Expectation value of S²: 3.822

Positions of all 86 atoms, in Å:
1 Cr 0.524 0.139 -0.141
2 C 1.436 4.460 -0.971
3 O 2.070 3.997 0.251
4 C 1.589 2.766 0.426
5 N 0.897 2.225 -0.510
6 C 0.949 3.174 -1.654
7 C -0.330 3.353 -2.433
8 C -0.615 4.594 -2.999
9 C -1.757 4.777 -3.764
10 C -2.626 3.717 -3.973
11 C -2.338 2.478 -3.422
12 C -1.193 2.291 -2.662
13 C 1.930 2.017 1.635
14 C 2.565 2.493 2.772
15 C 2.806 1.596 3.801
16 C 2.408 0.267 3.685
17 C 1.778 -0.119 2.516
18 N 1.556 0.743 1.519
19 C 1.231 -1.437 2.181
20 N 0.643 -1.604 1.060
21 C 0.214 -3.012 0.979
22 C 0.515 -3.526 2.405
23 O 1.290 -2.454 3.036
24 C 0.953 -3.757 -0.105
25 C 2.309 -3.543 -0.321
26 C 2.971 -4.235 -1.324
27 C 2.284 -5.154 -2.102
28 C 0.935 -5.382 -1.878
29 C 0.269 -4.681 -0.885
30 H 2.177 5.024 -1.530
31 H 0.603 5.103 -0.677
32 H 1.723 2.768 -2.318
33 H 0.054 5.434 -2.854
34 H -1.965 5.747 -4.196
35 H -3.520 3.857 -4.566
36 H -3.005 1.642 -3.581
37 H -0.986 1.310 -2.259
38 H 2.850 3.532 2.840
39 H 3.293 1.933 4.706
40 H 2.571 -0.450 4.476
41 H -0.858 -3.024 0.766
42 H 1.135 -4.419 2.416
43 H -0.380 -3.664 3.010
44 H 2.847 -2.797 0.251
45 H 4.017 -4.034 -1.512
46 H 2.796 -5.679 -2.899
47 H 0.391 -6.082 -2.498
48 H -0.797 -4.807 -0.752
49 O -1.721 -2.509 -1.891
50 C -0.809 -1.707 -2.008
51 O -0.793 -0.581 -1.347
52 C 0.293 -1.956 -3.003
53 C -0.045 -2.815 -4.052
54 C 0.846 -3.131 -5.056
55 C 2.126 -2.592 -5.005
56 C 2.482 -1.757 -3.968
57 C 1.582 -1.411 -2.949
58 S 2.254 -0.344 -1.716
59 H -1.045 -3.229 -4.046
60 H 0.553 -3.788 -5.863
61 H 2.852 -2.825 -5.774
62 H 3.484 -1.349 -3.924
63 C -0.293 4.203 4.203
64 C -0.558 4.570 2.893
65 C -0.995 3.619 1.980
66 C -1.181 2.281 2.339
67 C -0.916 1.941 3.672
68 C -0.484 2.883 4.592
69 Si -1.540 0.973 1.016
70 C -2.616 -0.395 1.744
71 C -3.894 -0.650 1.247
72 C -4.677 -1.676 1.754
73 C -4.203 -2.473 2.784
74 C -2.937 -2.240 3.301
75 C -2.157 -1.220 2.777
76 H 0.041 4.942 4.921
77 H -0.433 5.600 2.582
78 H -1.216 3.928 0.962
79 H -1.077 0.923 4.007
80 H -0.301 2.590 5.619
81 H -2.346 1.701 -0.002
82 H -4.281 -0.043 0.438
83 H -5.662 -1.857 1.342
84 H -4.815 -3.273 3.180
85 H -2.561 -2.852 4.112
86 H -1.168 -1.058 3.193

Density functional theory data (ωB97M-V/def2-TZVPD) for a cluster of 2 separate species, C18H34F3N5O7P in total at a distorted geometry.

## Properties
Spin multiplicity: 1
Kohn-Sham gap: 7.634 eV
LUMO: -0.12319 hartree
Net charge: +1

Positions of all 68 atoms, in Å:
1 C 5.034 -3.800 4.751
2 C 4.223 -4.785 3.802
3 O 3.524 -5.683 4.363
4 N 4.239 -4.790 2.346
5 C 4.558 -3.465 1.745
6 C 3.586 -2.264 2.171
7 C 2.271 -2.095 1.255
8 C 2.415 -0.877 0.223
9 N 1.468 0.249 0.430
10 C 0.283 0.470 -0.348
11 C -0.373 -0.350 -1.539
12 C -1.347 -1.460 -0.851
13 O -0.745 -1.808 0.435
14 C -2.801 -0.872 -0.499
15 F -3.384 -0.211 -1.599
16 F -3.613 -2.007 -0.172
17 F -2.813 -0.067 0.667
18 N -0.464 1.652 0.017
19 C 0.347 2.169 1.104
20 N 0.006 3.309 1.732
21 P -1.425 4.295 1.331
22 O -1.467 5.554 2.235
23 N 1.457 1.281 1.317
24 C 2.446 1.527 2.398
25 C 2.203 0.709 3.747
26 C 0.900 1.101 4.563
27 O 0.388 0.199 5.281
28 O 0.286 2.370 4.603
29 H 6.151 -4.006 4.816
30 H 4.902 -2.693 4.524
31 H 4.618 -3.959 5.813
32 H 3.392 -5.219 1.956
33 H 4.574 -3.593 0.613
34 H 5.612 -3.184 2.109
35 H 4.203 -1.292 2.053
36 H 3.246 -2.279 3.257
37 H 2.166 -3.075 0.654
38 H 1.341 -2.037 1.918
39 H 3.513 -0.531 0.137
40 H 2.172 -1.304 -0.820
41 H -0.999 0.349 -2.206
42 H 0.384 -0.949 -2.152
43 H -1.399 -2.427 -1.458
44 H -1.344 -2.431 0.915
45 H 0.605 3.683 2.480
46 H -1.328 4.791 -0.024
47 H -2.652 3.584 1.568
48 H 2.458 2.638 2.640
49 H 3.503 1.278 2.008
50 H 3.104 0.915 4.437
51 H 2.162 -0.427 3.592
52 H -0.656 2.172 4.846
53 C -3.839 0.734 -4.108
54 O -3.102 1.404 -5.122
55 C -3.567 1.089 -6.434
56 C -4.493 2.175 -6.978
57 O -5.694 2.264 -6.217
58 C -5.660 3.319 -5.265
59 H -3.654 1.243 -3.163
60 H -4.914 0.745 -4.303
61 H -3.493 -0.302 -4.028
62 H -4.062 0.111 -6.445
63 H -2.686 1.026 -7.080
64 H -4.780 1.909 -7.999
65 H -3.984 3.144 -7.013
66 H -5.858 4.273 -5.765
67 H -4.701 3.373 -4.744
68 H -6.444 3.139 -4.527

Density functional theory data (ωB97M-V/def2-TZVPD) for a cluster of 2 separate species, C3H10NO in total at a distorted geometry.

## Properties
Spin multiplicity: 1
Kohn-Sham gap: 7.091 eV
LUMO: 0.16382 hartree
Net charge: -1

Positions of all 15 atoms, in Å:
1 C -2.581 -0.553 0.018
2 O -1.338 -0.215 0.570
3 H -2.550 -1.392 -0.805
4 H -3.221 -0.981 0.837
5 H -3.173 0.353 -0.426
6 C 1.391 -0.986 -0.164
7 N 0.989 0.348 -0.593
8 C 1.676 1.423 0.091
9 H 0.555 -1.462 0.421
10 H 1.628 -1.546 -1.108
11 H 2.304 -0.951 0.555
12 H -0.061 0.538 -0.326
13 H 1.434 1.609 1.227
14 H 1.128 2.299 -0.274
15 H 2.827 1.512 -0.175

Density functional theory data (ωB97M-V/def2-TZVPD) for an isolated molecule of C5H8O at a distorted geometry.

## Properties
Spin multiplicity: 1
Kohn-Sham gap: 10.432 eV
LUMO: 0.03603 hartree

Positions of all 14 atoms, in Å:
1 C 0.067 -1.544 0.209
2 C -0.379 -0.269 0.189
3 C -1.737 0.068 -0.355
4 C 0.515 0.890 0.502
5 C 1.841 0.629 -0.272
6 O 2.905 0.395 0.285
7 H -0.577 -2.370 -0.079
8 H 1.021 -1.820 0.651
9 H -2.233 0.799 0.292
10 H -2.383 -0.814 -0.418
11 H -1.650 0.497 -1.359
12 H 0.102 1.840 0.147
13 H 0.742 0.939 1.570
14 H 1.766 0.760 -1.363

Density functional theory data (ωB97M-V/def2-TZVPD) for a cluster of 2 separate species, C2H9BN2O2 in total at a distorted geometry.

## Properties
Spin multiplicity: 1
Kohn-Sham gap (spin up / spin down): 9.121 / 7.023 eV
LUMO (spin up / spin down): 0.01774 / -0.01020 hartree

Positions of all 16 atoms, in Å:
1 B -0.820 0.223 1.091
2 C 0.340 -1.241 -1.390
3 C 0.294 -0.068 2.055
4 N 1.040 0.945 -1.196
5 N 1.153 -0.282 -0.731
6 O -1.039 1.491 0.536
7 O -1.697 -0.765 0.699
8 H 0.992 -1.961 -1.887
9 H -0.254 -1.783 -0.649
10 H -0.342 -0.789 -2.123
11 H 1.022 0.670 2.351
12 H 0.497 -1.055 2.423
13 H 0.145 1.254 -1.581
14 H 1.535 1.633 -0.647
15 H -0.486 2.156 0.933
16 H -2.380 -0.428 0.116

Density functional theory data (ωB97M-V/def2-TZVPD) for a cluster of 2 separate species, C5H14OS2 in total at a distorted geometry.

## Properties
Spin multiplicity: 1
Kohn-Sham gap: 8.907 eV
LUMO: 0.02051 hartree

Positions of all 22 atoms, in Å:
1 C -1.769 -1.070 3.478
2 S -0.049 -0.483 3.025
3 C 0.059 -1.069 1.277
4 C 0.275 0.072 0.279
5 C -0.832 1.130 0.263
6 S -0.311 2.326 -0.963
7 C -0.676 1.426 -2.576
8 H -2.015 -0.888 4.538
9 H -1.778 -2.158 3.296
10 H -2.546 -0.602 2.851
11 H 1.007 -1.640 1.261
12 H -0.759 -1.766 1.011
13 H 0.424 -0.504 -0.655
14 H 1.237 0.556 0.533
15 H -0.864 1.562 1.282
16 H -1.814 0.659 0.066
17 H -0.559 2.128 -3.418
18 H -1.683 0.981 -2.625
19 H 0.071 0.621 -2.683
20 O 4.457 -0.570 -3.146
21 H 3.720 -1.053 -3.585
22 H 4.405 0.343 -3.509

Density functional theory data (ωB97M-V/def2-TZVPD) for an isolated molecule of C16H21N3O3S.

## Properties
Spin multiplicity: 1
Kohn-Sham gap: 8.910 eV
LUMO: 0.02259 hartree

Positions of all 44 atoms, in Å:
1 C -1.789 -2.725 0.313
2 C -0.805 -1.911 1.153
3 N 0.405 -1.653 0.418
4 C 1.374 -2.472 0.328
5 N 1.527 -3.664 0.934
6 C 2.594 -4.599 0.672
7 C 2.255 -5.559 -0.467
8 S 2.686 -1.931 -0.726
9 C 1.898 -0.379 -1.223
10 C 0.790 -0.528 -2.246
11 C -0.335 0.357 -1.730
12 O -1.367 0.579 -2.308
13 N 0.025 0.837 -0.492
14 C -0.750 1.756 0.256
15 C -0.776 1.699 1.647
16 C -1.531 2.620 2.345
17 C -2.265 3.597 1.692
18 C -2.229 3.661 0.304
19 O -2.888 4.581 -0.452
20 C -3.680 5.544 0.199
21 C -1.464 2.739 -0.410
22 C 1.230 0.285 -0.017
23 O 1.776 0.583 1.015
24 H -1.364 -3.688 0.034
25 H -2.704 -2.894 0.875
26 H -2.034 -2.180 -0.596
27 H -1.248 -0.938 1.374
28 H -0.603 -2.419 2.108
29 H 0.727 -4.019 1.436
30 H 2.785 -5.158 1.592
31 H 3.490 -4.026 0.420
32 H 3.079 -6.249 -0.626
33 H 1.361 -6.133 -0.232
34 H 2.086 -5.003 -1.385
35 H 2.714 0.260 -1.568
36 H 1.077 -0.219 -3.251
37 H 0.421 -1.553 -2.301
38 H -0.195 0.961 2.172
39 H -1.553 2.578 3.423
40 H -2.846 4.296 2.271
41 H -4.103 6.161 -0.592
42 H -3.081 6.173 0.866
43 H -4.492 5.080 0.769
44 H -1.456 2.809 -1.484

Density functional theory data (ωB97M-V/def2-TZVPD) for an isolated molecule of C5H7NO4 at a distorted geometry.

## Properties
Spin multiplicity: 1
Kohn-Sham gap: 10.287 eV
LUMO: 0.00971 hartree

Positions of all 17 atoms, in Å:
1 O 2.643 0.368 -0.717
2 C 1.795 0.313 0.140
3 O 1.939 -0.769 1.201
4 C 0.945 1.513 0.527
5 O -0.160 1.684 -0.341
6 C -1.306 1.001 -0.262
7 O -2.338 1.619 -0.163
8 C -1.309 -0.497 -0.137
9 C -1.220 -1.394 -1.325
10 N -0.092 -1.230 -0.441
11 H 1.414 -0.535 1.977
12 H 0.613 1.428 1.568
13 H 1.552 2.421 0.424
14 H -1.929 -0.835 0.697
15 H -1.780 -2.328 -1.289
16 H -1.107 -0.935 -2.311
17 H 0.339 -1.823 0.452